A cluster of 2 separate species, F2H3N2PS in total. Source: the OMol25 dataset; level of theory: ωB97M-V with the def2-TZVPD basis set.

ORCA input file:
```
! RIJCOSX wB97M-V def2-TZVPD def2/J DEFGRID3
* xyz 0 1
N -0.71 -0.89 1.34
N -0.74 0.02 0.48
F -2.64 -1.15 -0.57
F 2.04 1.41 -0.97
P -1.99 0.35 -0.79
S -0.52 -0.09 -2.10
H 1.37 1.14 -1.47
H -1.72 -1.39 1.47
H 0.24 0.35 0.05
*
```

Its LUMO energy (alpha / beta) is -0.063 / -0.063 Ha. The value obtained for the relative energy (zero: lowest compared OMol25 entry of this formula, charge and spin) is 2.354 eV. Its HOMO-LUMO gap (alpha / beta) is 7.51 / 7.51 eV.


A cluster of 2 separate species, F2H4NPSi in total. Source: the OMol25 dataset; level of theory: ωB97M-V with the def2-TZVPD basis set.

ORCA input file:
```
! RIJCOSX wB97M-V def2-TZVPD def2/J DEFGRID3
* xyz 0 1
N -0.16 0.59 0.46
F 2.92 0.84 0.21
F 2.34 -1.35 0.45
Si -1.48 -0.21 -0.20
P 2.02 -0.20 -0.60
H 0.11 1.64 0.54
H -2.21 0.01 -1.57
H -2.57 0.20 0.68
H -0.97 -1.53 0.03
*
```

Its LUMO energy (alpha / beta) is -0.039 / -0.039 Ha. The value obtained for the relative energy (zero: lowest compared OMol25 entry of this formula, charge and spin) is 2.298 eV. Its HOMO-LUMO gap (alpha / beta) is 8.16 / 8.15 eV.


The molecule F2HNS. Source: the OMol25 dataset; level of theory: ωB97M-V with the def2-TZVPD basis set.

ORCA input file:
```
! RIJCOSX wB97M-V def2-TZVPD def2/J DEFGRID3
* xyz 0 3
N -0.01 0.12 0.46
F 0.67 1.25 0.94
F 0.71 -1.04 0.99
S -0.12 0.18 -1.22
H -1.26 -0.51 -1.17
*
```

Its LUMO energy (alpha / beta) is 0.018 / -0.126 Ha. The value obtained for the relative energy (zero: lowest compared OMol25 entry of this formula, charge and spin) is 4.175 eV. Its HOMO-LUMO gap (alpha / beta) is 6.62 / 7.44 eV.


A structure of composition F2LiSr2. Source: the OMol25 dataset; level of theory: ωB97M-V with the def2-TZVPD basis set.

ORCA input file:
```
! RIJCOSX wB97M-V def2-TZVPD def2/J DEFGRID3
* xyz 3 1
Sr 1.58 -1.03 -1.18
Sr -1.14 0.40 2.03
Li -1.16 0.62 -1.80
F -0.15 1.06 -0.28
F 0.87 -1.05 1.22
*
```

Its LUMO energy is -0.480 Ha. Its HOMO-LUMO gap is 10.19 eV.


A cluster of 2 separate species, F2NO3S in total. Source: the OMol25 dataset; level of theory: ωB97M-V with the def2-TZVPD basis set.

ORCA input file:
```
! RIJCOSX wB97M-V def2-TZVPD def2/J DEFGRID3
* xyz -1 1
N 1.54 0.39 -0.36
O -1.92 0.08 -1.28
O -1.47 1.14 1.05
O -1.31 -1.26 0.59
F 1.97 -0.91 -0.65
F 2.31 0.52 0.82
S -1.31 0.08 0.05
*
```

Its LUMO energy (alpha / beta) is 0.130 / 0.109 Ha. The value obtained for the relative energy (zero: lowest compared OMol25 entry of this formula, charge and spin) is 2.178 eV. Its HOMO-LUMO gap (alpha / beta) is 9.36 / 6.38 eV.


A structure of composition F2NO4S2Sn. Source: the OMol25 dataset; level of theory: ωB97M-V with the def2-TZVPD basis set.

ORCA input file:
```
! RIJCOSX wB97M-V def2-TZVPD def2/J DEFGRID3
* xyz 1 1
Sn 3.12 -0.78 -0.37
N 0.64 0.13 0.02
S -0.28 -0.65 1.04
O -1.55 -1.12 0.63
O -0.05 -0.34 2.41
F 0.61 -2.03 0.89
S -0.54 0.92 -0.86
O -1.30 1.90 -0.20
O -1.12 0.11 -1.86
F 0.47 1.85 -1.69
*
```

Its LUMO energy is -0.337 Ha. The value obtained for the relative energy (zero: lowest compared OMol25 entry of this formula, charge and spin) is 2.512 eV. Its HOMO-LUMO gap is 5.64 eV.


The molecule F2O3S. Source: the OMol25 dataset; level of theory: ωB97M-V with the def2-TZVPD basis set.

ORCA input file:
```
! RIJCOSX wB97M-V def2-TZVPD def2/J DEFGRID3
* xyz 0 1
O -1.32 0.04 -1.34
O -0.21 -1.31 0.45
O 1.35 0.76 -0.25
F 1.97 -0.27 0.45
F -1.25 0.88 0.87
S -0.54 -0.10 -0.18
*
```

Its LUMO energy is -0.075 Ha. The structure (SMILES) is O=S(=O)(F)OF. The value obtained for the relative energy (zero: lowest compared OMol25 entry of this formula, charge and spin) is 0.713 eV. Its HOMO-LUMO gap is 10.24 eV.


A cluster of 2 separate species, F2O3S in total. Source: the OMol25 dataset; level of theory: ωB97M-V with the def2-TZVPD basis set.

ORCA input file:
```
! RIJCOSX wB97M-V def2-TZVPD def2/J DEFGRID3
* xyz 0 1
O -0.46 -0.51 1.36
O -1.29 1.24 -0.29
O 1.72 -0.02 -0.75
F 2.13 0.37 0.47
F -1.46 -1.28 -0.91
S -0.77 -0.04 0.07
*
```

Its LUMO energy (alpha / beta) is -0.145 / -0.145 Ha. The value obtained for the relative energy (zero: lowest compared OMol25 entry of this formula, charge and spin) is 2.959 eV. Its HOMO-LUMO gap (alpha / beta) is 7.04 / 7.04 eV.